# 1
Entry from the Open Molecules 2025 dataset: a cluster of 3 separate species, C32H49F15IN2O12P2 in total at a distorted geometry (wB97M-V/def2-TZVPD).

Each line ends with the Löwdin charge.
Positions of all 113 atoms, in Å:
C1 4.053 0.351 5.454  -0.08
C2 4.473 1.695 4.737  -0.26
O1 3.670 2.014 3.565  -0.25
P1 4.444 1.553 2.147  0.62
O2 5.400 2.569 1.630  -0.28
C3 3.178 1.109 0.823  -0.18
C4 1.898 2.088 0.943  -0.21
C5 0.673 1.325 1.568  -0.13
C6 -0.312 0.584 0.558  -0.35
C7 0.400 -0.781 0.193  -0.14
C8 -0.419 -1.734 -0.761  -0.09
C9 0.319 -3.130 -0.958  -0.34
F1 -0.430 -3.792 -1.947  0.08
F2 1.542 -2.827 -1.555  0.09
C10 0.460 -3.971 0.369  -0.27
F3 1.693 -3.607 0.926  0.10
F4 -0.506 -3.719 1.313  0.13
C11 0.617 -5.535 0.037  -0.25
F5 1.378 -5.751 -1.086  0.13
F6 1.374 -6.044 1.096  0.11
C12 -0.756 -6.340 0.056  -0.43
F7 -0.868 -6.949 1.276  0.15
F8 -1.850 -5.605 -0.277  0.16
F9 -0.624 -7.373 -0.856  0.13
C13 -0.627 1.530 -0.681  -0.54
I1 0.652 1.299 -2.416  1.07
C14 -2.111 1.502 -1.222  -0.34
N1 -2.507 0.247 -1.959  0.10
C15 -2.911 0.588 -3.089  -0.34
O3 -3.285 0.819 -4.145  0.25
C16 -3.214 1.785 -0.090  -0.39
C17 -3.580 3.342 -0.218  -0.04
P2 -4.805 0.838 -0.268  0.60
O4 -5.666 1.270 0.879  -0.28
O5 -4.639 -0.819 -0.144  -0.15
O6 -5.637 1.323 -1.650  -0.12
C18 -2.496 1.587 1.294  -0.08
N2 -1.609 0.373 1.336  -0.02
C19 -1.473 -0.252 2.685  -0.11
C20 -1.565 0.682 3.943  -0.16
C21 -2.764 0.307 4.938  -0.15
C22 -4.175 0.266 4.249  -0.25
O7 -4.712 1.611 4.330  -0.09
O8 5.175 0.083 2.533  -0.29
C23 6.509 -0.018 1.948  -0.26
C24 6.945 -1.541 2.134  -0.07
H1 3.057 -0.049 5.134  0.07
H2 4.045 0.522 6.565  0.08
H3 4.826 -0.436 5.246  0.07
H4 5.558 1.755 4.460  0.12
H5 4.275 2.525 5.481  0.13
H6 2.848 0.063 1.107  0.08
H7 3.668 1.151 -0.182  0.10
H8 2.217 2.855 1.715  0.11
H9 1.707 2.671 0.009  0.07
H10 1.100 0.632 2.356  0.13
H11 0.073 2.086 2.159  0.12
H12 1.405 -0.623 -0.298  0.09
H13 0.656 -1.400 1.107  0.12
H14 -0.584 -1.352 -1.799  0.08
H15 -1.447 -1.983 -0.346  0.13
H16 -0.451 2.587 -0.314  0.10
H17 -2.195 2.355 -1.964  0.14
H18 -4.264 3.632 0.631  0.11
H19 -2.615 3.910 -0.080  0.09
H20 -4.055 3.556 -1.218  0.11
H21 -4.834 -1.223 -1.015  0.08
H22 -5.703 0.577 -2.278  0.08
H23 -3.306 1.563 2.077  0.13
H24 -1.922 2.540 1.495  0.15
H25 -2.120 -0.325 0.759  0.15
H26 -0.560 -0.903 2.812  0.14
H27 -2.331 -0.990 2.778  0.15
H28 -1.559 1.786 3.761  0.11
H29 -0.638 0.493 4.570  0.12
H30 -2.754 1.043 5.797  0.13
H31 -2.515 -0.697 5.398  0.12
H32 -4.150 -0.043 3.168  0.09
H33 -4.850 -0.421 4.827  0.13
H34 -5.441 1.699 3.683  0.09
H35 6.504 0.294 0.872  0.12
H36 7.195 0.615 2.583  0.12
H37 7.530 -1.930 1.260  0.08
H38 6.007 -2.175 2.189  0.08
H39 7.469 -1.708 3.118  0.08
C25 2.481 -6.989 -3.929  -0.05
C26 3.808 -6.307 -3.668  -0.20
O9 4.833 -6.839 -4.521  0.03
C27 4.879 -6.339 -5.764  -0.38
O10 4.134 -5.501 -6.189  0.17
C28 6.043 -6.955 -6.542  -0.52
F10 6.118 -8.289 -6.376  0.16
F11 7.226 -6.447 -6.144  0.16
F12 5.949 -6.735 -7.860  0.17
H40 2.581 -8.072 -3.834  0.09
H41 1.725 -6.641 -3.226  0.06
H42 2.128 -6.789 -4.942  0.08
H43 4.126 -6.501 -2.642  0.13
H44 3.733 -5.223 -3.782  0.12
C29 -5.863 8.815 -3.958  -0.06
C30 -5.112 7.538 -4.272  -0.20
O11 -3.946 7.413 -3.437  0.03
C31 -4.152 6.928 -2.208  -0.39
O12 -5.220 6.603 -1.771  0.17
C32 -2.825 6.804 -1.458  -0.52
F13 -2.051 7.891 -1.600  0.17
F14 -2.100 5.751 -1.901  0.14
F15 -2.993 6.626 -0.138  0.15
H45 -5.200 9.679 -4.036  0.09
H46 -6.699 8.948 -4.646  0.09
H47 -6.254 8.803 -2.939  0.08
H48 -4.755 7.565 -5.302  0.13
H49 -5.753 6.659 -4.176  0.13

LUMO level = -2.931 eV
frontier orbital gap = 0.353 Eh
total charge = +1
electronic energy = -4739.3990 Eh
highest occupied orbital energy = -0.461 hartree

***

# 2
Entry from the Open Molecules 2025 dataset: a structure of composition C32H49N3NiO5STe (wB97M-V/def2-TZVPD).

Each line ends with the Mulliken spin population.
Positions of all 92 atoms, in Å:
Ni1 0.035 0.142 -0.288  1.63
C1 0.658 5.421 -0.161  0.00
N1 1.192 4.108 0.151  0.00
C2 2.234 4.091 1.173  0.00
C3 0.787 2.963 -0.400  0.00
O1 1.280 1.869 -0.107  0.02
C4 -0.378 3.012 -1.387  0.00
O2 -0.703 1.707 -1.828  0.02
C5 -0.302 1.365 -3.140  -0.01
C6 0.882 0.403 -3.138  0.01
O3 1.142 -0.242 -2.118  0.04
N2 1.555 0.254 -4.279  0.00
C7 2.681 -0.671 -4.348  0.00
C8 1.250 0.996 -5.497  0.00
H1 0.297 5.895 0.752  0.00
H2 -0.164 5.366 -0.868  0.00
H3 1.442 6.053 -0.584  0.00
H4 1.861 4.561 2.083  0.00
H5 3.111 4.641 0.828  0.00
H6 2.511 3.064 1.379  0.00
H7 -0.154 3.660 -2.235  0.00
H8 -1.261 3.386 -0.862  0.00
H9 -0.093 2.259 -3.730  0.00
H10 -1.145 0.837 -3.596  0.00
H11 2.944 -0.998 -3.348  0.00
H12 3.535 -0.167 -4.799  0.00
H13 2.420 -1.542 -4.951  0.00
H14 0.180 1.020 -5.698  0.00
H15 1.734 0.495 -6.330  0.00
H16 1.633 2.018 -5.447  0.00
O4 0.827 -0.940 1.359  0.03
S1 1.886 -2.020 1.224  0.00
C9 1.342 -3.348 2.372  0.01
C10 1.310 -4.638 1.570  0.00
C11 0.694 -4.262 0.228  0.00
C12 1.449 -3.030 -0.250  0.00
H17 0.346 -3.044 2.696  0.00
H18 2.019 -3.385 3.222  0.00
H19 0.729 -5.406 2.080  0.00
H20 2.324 -5.019 1.424  0.00
H21 -0.361 -4.015 0.374  0.00
H22 0.761 -5.074 -0.496  0.00
H23 0.848 -2.392 -0.887  0.00
H24 2.387 -3.273 -0.750  0.00
C13 -1.922 -2.216 -2.141  0.05
C14 -2.126 -1.872 -0.670  -0.06
O5 -2.897 -2.649 0.002  0.23
N3 -1.563 -0.828 -0.155  0.26
Te1 -2.508 -1.353 2.146  0.66
C15 -3.945 -1.823 3.752  0.05
C16 -4.275 -0.885 4.733  -0.04
C17 -3.619 0.468 4.803  0.06
C18 -5.218 -1.226 5.700  0.01
C19 -5.827 -2.472 5.722  0.00
C20 -6.819 -2.822 6.797  0.00
C21 -5.472 -3.394 4.743  0.00
C22 -4.532 -3.095 3.767  -0.06
C23 -4.149 -4.134 2.746  0.06
C24 -3.714 0.300 1.572  0.18
C25 -3.205 1.599 1.692  -0.07
C26 -1.864 1.887 2.296  0.04
C27 -3.982 2.671 1.265  0.01
C28 -5.247 2.489 0.728  0.00
C29 -6.082 3.649 0.259  0.00
C30 -5.729 1.193 0.621  0.00
C31 -4.987 0.089 1.028  -0.12
C32 -5.570 -1.284 0.852  0.03
H25 -1.663 -3.272 -2.234  0.00
H26 -1.132 -1.596 -2.561  -0.01
H27 -2.857 -2.040 -2.672  0.00
H28 -2.546 0.368 4.636  -0.01
H29 -3.780 0.924 5.779  0.00
H30 -4.031 1.136 4.044  0.00
H31 -5.468 -0.500 6.466  0.00
H32 -6.896 -2.018 7.527  0.00
H33 -6.519 -3.731 7.321  0.00
H34 -7.808 -3.000 6.370  0.00
H35 -5.936 -4.375 4.748  0.00
H36 -4.659 -5.078 2.936  0.00
H37 -3.072 -4.316 2.769  0.00
H38 -4.400 -3.805 1.736  -0.01
H39 -1.080 1.393 1.730  0.00
H40 -1.787 1.521 3.318  0.00
H41 -1.666 2.960 2.302  0.00
H42 -3.593 3.680 1.374  0.00
H43 -5.567 4.598 0.403  0.00
H44 -7.028 3.681 0.802  0.00
H45 -6.317 3.538 -0.800  0.00
H46 -6.719 1.032 0.209  0.00
H47 -6.382 -1.263 0.126  0.00
H48 -5.973 -1.657 1.797  0.00
H49 -4.811 -1.983 0.503  -0.02

LUMO level (spin up / spin down) = -2.069 / -2.742 eV
frontier orbital gap (spin up / spin down) = 0.252 / 0.247 Eh
total charge = +1
electronic energy = -3963.4912 Eh
spin multiplicity = 4
highest occupied orbital energy (spin up / spin down) = -0.328 / -0.348 hartree

***

# 3
Entry from the Open Molecules 2025 dataset: a structure of composition C32H50BrF2MnN4O3Si at a distorted geometry (wB97M-V/def2-TZVPD).

Each line ends with the Mulliken spin population.
Positions of all 94 atoms, in Å:
Mn1 -0.170 1.775 0.225  1.04
C1 -0.059 2.289 3.390  0.00
O1 -0.398 1.181 2.556  0.01
C2 -1.396 0.345 3.133  0.00
C3 -2.740 0.565 2.483  0.00
O2 -2.589 0.333 1.096  0.00
C4 -3.628 -0.396 0.481  0.00
H1 0.342 1.928 4.340  0.00
H2 -0.929 2.924 3.567  0.00
H3 0.702 2.862 2.868  0.00
H4 -1.470 0.536 4.207  0.00
H5 -1.088 -0.689 2.985  0.00
H6 -3.085 1.592 2.653  0.00
H7 -3.474 -0.121 2.921  0.00
H8 -3.879 -1.295 1.053  0.00
H9 -3.267 -0.694 -0.504  0.00
H10 -4.536 0.209 0.366  0.00
F1 4.675 0.103 1.922  0.00
C5 3.946 1.101 1.375  0.00
C6 2.582 0.941 1.249  -0.05
C7 1.790 1.946 0.691  -0.02
C8 2.445 3.122 0.291  0.00
C9 3.828 3.228 0.412  0.00
F2 4.463 4.332 -0.039  0.00
C10 4.613 2.233 0.951  0.00
C11 1.622 4.180 -0.318  -0.02
C12 1.918 5.542 -0.215  0.00
C13 1.095 6.466 -0.823  0.00
C14 0.002 6.015 -1.550  0.00
C15 -0.240 4.657 -1.576  0.00
N1 0.520 3.748 -0.960  0.01
H11 2.144 0.014 1.593  0.01
H12 5.687 2.328 1.014  0.00
H13 2.781 5.858 0.349  0.00
H14 1.306 7.524 -0.741  0.00
H15 -0.649 6.695 -2.080  0.00
H16 -1.080 4.271 -2.140  0.00
C16 -3.711 4.991 1.081  0.00
N2 -3.459 3.979 0.057  0.00
C17 -4.326 3.727 -0.956  0.00
C18 -4.067 2.806 -1.909  0.00
C19 -2.814 2.123 -1.831  0.00
N3 -1.980 2.368 -0.835  0.01
C20 -2.295 3.243 0.145  0.00
O3 -1.524 3.364 1.105  0.00
N4 -2.438 1.233 -2.752  0.00
H17 -4.670 5.460 0.881  0.00
H18 -2.920 5.738 1.058  0.00
H19 -3.721 4.529 2.066  0.00
H20 -5.240 4.305 -0.948  0.00
H21 -4.773 2.614 -2.702  0.00
H22 -3.016 1.026 -3.546  0.00
H23 -1.549 0.764 -2.642  0.00
C21 -1.633 -3.198 -1.987  0.00
C22 -0.189 -3.726 -2.041  0.00
C23 0.384 -3.300 -3.401  0.00
C24 -0.236 -5.267 -1.953  0.00
Si1 0.941 -3.157 -0.613  0.01
Br1 0.170 -0.474 -0.982  0.02
C25 2.806 -3.011 -0.956  0.00
C26 3.247 -4.380 -1.521  0.00
C27 3.624 -2.734 0.312  0.00
C28 3.149 -1.902 -1.964  0.00
C29 0.350 -3.424 1.166  0.00
C30 -1.179 -3.435 1.269  0.00
C31 0.889 -4.797 1.621  0.00
C32 0.865 -2.332 2.111  0.00
H24 -2.126 -3.498 -2.917  0.00
H25 -1.672 -2.115 -1.917  0.00
H26 -2.209 -3.622 -1.168  0.00
H27 -0.272 -3.689 -4.185  0.00
H28 1.381 -3.691 -3.594  0.00
H29 0.412 -2.213 -3.495  0.00
H30 -0.875 -5.645 -2.756  0.00
H31 -0.662 -5.613 -1.008  0.00
H32 0.746 -5.728 -2.074  0.00
H33 3.101 -5.190 -0.802  0.00
H34 4.316 -4.330 -1.742  0.00
H35 2.737 -4.650 -2.445  0.00
H36 3.514 -3.507 1.073  0.00
H37 3.386 -1.767 0.750  0.00
H38 4.681 -2.704 0.032  0.00
H39 2.769 -2.106 -2.964  0.00
H40 4.238 -1.836 -2.028  0.00
H41 2.770 -0.933 -1.647  0.00
H42 -1.631 -4.252 0.707  0.00
H43 -1.611 -2.491 0.928  0.00
H44 -1.451 -3.577 2.320  0.00
H45 0.487 -5.619 1.025  0.00
H46 0.583 -4.965 2.658  0.00
H47 1.978 -4.855 1.590  0.00
H48 0.620 -1.335 1.746  0.00
H49 1.939 -2.386 2.276  0.00
H50 0.382 -2.468 3.084  0.00

LUMO level (spin up / spin down) = -2.218 / -2.228 eV
frontier orbital gap (spin up / spin down) = 0.290 / 0.280 Eh
total charge = +1
electronic energy = -5908.1548 Eh
spin multiplicity = 2
highest occupied orbital energy (spin up / spin down) = -0.372 / -0.362 hartree

***

# 4
Entry from the Open Molecules 2025 dataset: a structure of composition C32H50CuN3OP2S (wB97M-V/def2-TZVPD).

Each line ends with the Löwdin charge.
Positions of all 90 atoms, in Å:
Cu1 -0.440 0.086 -0.254  0.04
C1 0.813 -2.923 1.880  -0.12
C2 1.038 -1.604 2.621  -0.53
C3 0.943 -1.844 4.126  -0.11
P1 -0.120 -0.286 1.987  1.07
C4 0.035 1.037 3.268  -0.55
C5 -0.916 2.190 2.944  -0.12
C6 1.478 1.547 3.280  -0.12
C7 -1.761 -1.036 2.277  -0.29
C8 -2.514 -0.880 3.431  -0.11
C9 -3.783 -1.435 3.547  -0.11
C10 -4.295 -2.154 2.474  -0.10
C11 -3.562 -2.331 1.311  -0.05
C12 -2.272 -1.781 1.173  -0.33
N1 -1.498 -1.792 0.049  -0.03
C13 -1.450 -2.736 -0.915  -0.30
C14 -2.014 -4.035 -0.819  -0.04
C15 -1.940 -4.935 -1.860  -0.10
C16 -1.304 -4.609 -3.057  -0.12
C17 -0.684 -3.376 -3.151  -0.12
C18 -0.702 -2.457 -2.102  -0.29
P2 0.189 -0.877 -2.187  1.04
C19 -0.373 -0.143 -3.788  -0.55
C20 0.384 1.153 -4.071  -0.12
C21 -1.878 0.114 -3.704  -0.11
C22 1.981 -1.274 -2.486  -0.54
C23 2.527 -2.040 -1.284  -0.13
C24 2.344 -1.989 -3.784  -0.11
H1 1.595 -3.636 2.152  0.08
H2 0.807 -2.796 0.801  0.04
H3 -0.150 -3.355 2.162  0.08
H4 2.042 -1.237 2.377  0.09
H5 -0.073 -2.142 4.397  0.08
H6 1.212 -0.968 4.716  0.06
H7 1.614 -2.656 4.416  0.08
H8 -0.213 0.631 4.252  0.09
H9 -0.607 2.662 2.009  0.06
H10 -0.877 2.944 3.735  0.08
H11 -1.949 1.855 2.835  0.06
H12 1.753 1.889 2.278  0.04
H13 2.187 0.779 3.594  0.06
H14 1.573 2.391 3.968  0.08
H15 -2.115 -0.308 4.261  0.10
H16 -4.361 -1.304 4.452  0.09
H17 -5.289 -2.581 2.538  0.10
H18 -4.006 -2.862 0.480  0.10
H19 -2.504 -4.329 0.098  0.09
H20 -2.394 -5.912 -1.741  0.10
H21 -1.278 -5.307 -3.883  0.09
H22 -0.175 -3.119 -4.072  0.09
H23 -0.183 -0.858 -4.595  0.09
H24 0.241 1.861 -3.250  0.06
H25 0.013 1.617 -4.989  0.08
H26 1.457 0.990 -4.189  0.06
H27 -2.101 0.791 -2.877  0.05
H28 -2.429 -0.813 -3.537  0.07
H29 -2.238 0.568 -4.630  0.08
H30 2.443 -0.278 -2.502  0.08
H31 2.088 -3.040 -1.245  0.08
H32 2.282 -1.537 -0.346  0.04
H33 3.612 -2.153 -1.357  0.08
H34 1.960 -3.009 -3.786  0.07
H35 3.432 -2.049 -3.882  0.08
H36 1.960 -1.473 -4.665  0.06
O1 1.488 2.584 -0.192  -0.57
S1 2.673 2.563 -1.100  0.90
C25 3.639 4.074 -0.698  -0.30
C26 4.837 3.689 0.174  -0.23
C27 4.487 2.361 0.841  -0.23
C28 3.905 1.512 -0.277  -0.32
H37 2.907 4.678 -0.160  0.09
H38 3.913 4.586 -1.619  0.08
H39 5.064 4.472 0.898  0.11
H40 5.723 3.555 -0.451  0.11
H41 3.732 2.507 1.617  0.09
H42 5.356 1.888 1.300  0.12
H43 3.375 0.617 0.043  0.08
H44 4.660 1.244 -1.021  0.10
C29 -3.043 4.912 0.019  -0.01
N2 -2.893 3.474 -0.074  -0.12
C30 -3.851 2.529 0.213  -0.05
C31 -3.244 1.318 0.069  -0.10
N3 -1.934 1.511 -0.297  0.01
C32 -1.757 2.809 -0.369  -0.16
H45 -4.090 5.172 -0.114  0.09
H46 -2.463 5.394 -0.765  0.09
H47 -2.707 5.278 0.990  0.09
H48 -4.855 2.802 0.485  0.12
H49 -3.654 0.332 0.208  0.11
H50 -0.821 3.292 -0.604  0.12

LUMO level = 0.302 eV
frontier orbital gap = 0.228 Eh
electronic energy = -4210.2816 Eh
highest occupied orbital energy = -0.217 hartree

***

- The highest electronic energy belongs to which entry?
  C32H49N3NiO5STe

***

- What is the electronic energy in the second record?
  -3963.4912 Eh